Molecular formula: C47H133N17O14
Method: DFT, wB97M-V/def2-TZVPD

XYZ file:
```
211
Properties=species:S:1:pos:R:3:forces:R:3
C 1.530 -5.265 9.875 -0.514 0.850 0.467
C 1.781 -6.002 8.570 0.334 0.066 0.840
C 2.804 -5.307 7.686 -0.450 0.340 -1.916
O 2.197 -4.240 6.946 -1.133 0.989 1.018
C 3.069 -3.460 6.168 0.762 -1.782 -0.222
N 2.289 -7.354 8.884 -0.153 0.230 -0.792
H 1.318 -4.198 9.758 0.351 0.040 -0.255
H 2.372 -5.401 10.556 0.133 0.173 -0.101
H 0.646 -5.599 10.427 0.019 -0.501 -0.238
H 0.855 -6.065 7.998 0.051 -0.142 -0.090
H 3.036 -5.990 6.859 0.745 -0.523 0.554
H 3.698 -4.912 8.176 0.037 -0.362 0.359
H 2.519 -3.007 5.348 -0.154 0.300 0.255
H 3.760 -4.187 5.715 0.219 0.285 -0.345
H 3.709 -2.763 6.716 -0.377 0.270 0.228
H 1.793 -7.713 9.688 0.095 -0.084 0.061
H 3.271 -7.274 9.121 -0.013 -0.163 0.186
C -1.427 0.627 6.322 0.271 1.721 0.938
C -0.971 2.120 6.206 -0.924 -0.333 -0.979
C 0.336 2.326 5.456 0.388 0.509 0.549
O 0.583 3.739 5.480 -0.739 -0.467 0.209
C 1.853 4.123 5.058 0.072 0.398 -0.956
N -2.052 2.815 5.448 1.302 0.478 -0.068
H -2.505 0.626 6.177 0.037 -0.108 -0.427
H -1.330 0.327 7.366 0.601 -0.617 -0.226
H -0.899 0.035 5.579 -0.063 -0.442 0.282
H -0.829 2.677 7.134 -0.331 -0.501 0.334
H 0.214 1.931 4.440 0.242 0.121 -0.226
H 1.204 1.868 5.945 -0.063 -0.435 -0.007
H 2.656 3.602 5.587 -0.015 -0.003 -0.052
H 1.950 5.203 5.187 -0.026 -0.096 0.375
H 1.934 3.983 3.971 0.375 -0.353 0.090
H -1.969 2.505 4.463 -0.459 -0.114 0.904
H -1.652 3.754 5.386 -0.648 0.249 -0.002
C -3.194 -0.347 3.207 1.683 -1.024 -0.270
C -3.998 0.655 2.417 -0.108 -0.809 2.547
C -3.102 1.691 1.780 -0.599 -0.130 -1.407
O -2.368 2.440 2.719 0.152 -0.652 -0.861
C -1.713 3.580 2.164 -1.014 0.393 0.748
N -4.879 -0.104 1.525 0.270 1.444 -0.621
H -2.541 0.140 3.929 -0.200 0.054 0.104
H -2.522 -0.926 2.555 0.003 0.192 -0.236
H -3.745 -1.143 3.711 -0.492 0.420 0.130
H -4.521 1.132 3.260 -0.523 0.594 -0.582
H -3.729 2.339 1.154 -0.024 0.268 0.091
H -2.449 1.172 1.064 0.310 0.060 0.066
H -2.471 4.361 2.041 0.048 0.080 -0.284
H -1.218 3.426 1.204 0.202 -0.352 0.119
H -1.060 3.931 2.962 0.409 -0.032 -0.311
H -5.442 0.576 1.008 -0.356 -0.228 0.075
H -5.517 -0.652 2.086 0.006 -0.066 -0.016
C -3.116 8.619 -2.414 -0.011 -0.634 -0.952
C -3.951 7.632 -3.245 1.258 -0.016 -0.272
C -4.094 6.244 -2.587 -0.352 0.143 -0.204
O -2.900 5.520 -2.325 -0.081 0.765 0.298
C -3.245 4.192 -1.927 1.066 0.467 -1.526
N -5.212 8.269 -3.583 -0.300 -0.031 0.398
H -2.076 8.294 -2.412 -0.117 -0.352 0.704
H -3.598 8.669 -1.439 0.483 0.372 0.243
H -3.042 9.579 -2.925 -0.573 0.159 0.196
H -3.430 7.452 -4.190 0.081 0.049 -0.039
H -4.672 5.667 -3.320 -0.318 -0.176 0.198
H -4.668 6.336 -1.657 -0.189 0.008 0.026
H -2.313 3.623 -1.969 0.021 0.037 0.449
H -3.801 3.822 -2.793 -0.739 -0.608 0.715
H -3.707 4.149 -0.942 -0.335 -0.116 -0.160
H -5.880 7.661 -4.043 0.140 -0.139 -0.012
H -5.657 8.619 -2.741 -0.071 0.005 -0.041
C 2.958 3.884 0.706 -0.968 -1.199 0.777
C 4.426 3.537 0.899 1.303 2.567 0.398
C 4.770 2.397 1.844 -1.017 0.604 -0.369
O 4.350 2.823 3.141 -0.125 -0.481 -0.573
C 4.499 1.813 4.076 0.258 -0.202 2.408
N 5.251 3.480 -0.297 -0.432 -0.877 -1.048
H 2.406 2.935 0.646 -0.240 0.137 -0.557
H 2.701 4.551 -0.114 0.417 -0.239 -0.306
H 2.502 4.353 1.582 0.411 0.031 0.202
H 4.843 4.441 1.366 0.010 -0.235 0.479
H 5.840 2.189 1.818 0.068 0.038 0.020
H 4.222 1.509 1.501 -0.001 -0.266 0.313
H 5.469 1.308 4.021 -0.179 -0.295 -0.430
H 3.666 1.119 4.264 -0.056 -0.319 -1.280
H 4.506 2.219 5.099 0.295 0.728 -0.288
H 4.813 2.850 -0.966 0.257 -0.111 -0.001
H 5.237 4.366 -0.790 0.047 0.157 0.265
C -2.880 2.130 -5.053 -0.356 -0.840 0.720
C -3.575 2.231 -6.406 1.103 1.251 -0.010
C -4.623 1.166 -6.720 0.442 -0.640 0.402
O -4.842 1.130 -8.114 0.380 0.017 -0.378
C -6.157 0.882 -8.554 -0.133 0.754 0.974
N -4.180 3.559 -6.693 -0.607 -0.222 0.130
H -2.092 1.371 -5.078 -0.160 -0.210 -0.205
H -3.567 1.793 -4.275 -0.011 0.336 0.200
H -2.338 3.023 -4.735 -0.390 0.338 -0.240
H -2.687 2.235 -7.048 -0.581 -0.797 -0.811
H -5.535 1.377 -6.147 -0.134 0.445 -0.181
H -4.360 0.164 -6.361 0.465 -0.022 -0.085
H -6.724 1.818 -8.462 -0.192 -0.042 -0.223
H -6.663 0.168 -7.896 0.022 -0.354 -0.326
H -6.137 0.579 -9.597 0.046 -0.194 0.077
H -5.125 3.338 -6.987 -0.051 0.500 -0.291
H -4.300 4.167 -5.890 0.280 -0.278 0.264
C -1.162 -5.094 3.223 0.225 1.481 -0.278
C -2.256 -6.009 2.752 -0.629 -1.709 -0.083
C -2.678 -5.803 1.253 0.554 0.904 1.858
O -3.500 -6.846 0.816 -0.146 0.587 -0.854
C -4.850 -6.747 1.174 -0.795 -1.600 1.536
N -1.830 -7.404 3.001 0.269 -0.083 -1.185
H -0.903 -5.077 4.281 -0.281 -0.716 0.068
H -1.388 -4.036 3.036 -0.216 -0.043 -0.287
H -0.242 -5.286 2.662 -0.005 -0.190 0.017
H -3.194 -6.011 3.318 0.160 1.014 0.241
H -1.793 -5.720 0.618 -0.008 -0.332 -0.117
H -3.161 -4.817 1.275 -0.341 -0.051 -0.560
H -5.444 -5.855 0.969 0.589 0.292 -0.617
H -4.996 -6.943 2.249 0.320 0.464 0.198
H -5.348 -7.646 0.803 0.008 0.315 -0.721
H -1.193 -7.602 2.223 0.416 -0.211 0.437
H -2.615 -7.989 2.717 -0.068 -0.052 0.317
C -0.195 1.107 -1.797 0.283 0.526 1.129
C -0.047 -0.096 -0.861 0.587 -0.369 -1.088
C 0.476 0.084 0.547 -1.213 1.325 0.721
O 0.875 -1.176 1.093 0.083 0.823 -0.202
C 0.788 -1.188 2.496 0.431 -0.107 1.321
N -1.290 -0.838 -0.936 0.052 -0.846 0.289
H -0.434 0.810 -2.815 0.286 -0.270 0.027
H 0.734 1.675 -1.750 -0.085 0.155 -0.373
H -1.011 1.771 -1.494 0.005 -0.038 0.223
H 0.760 -0.701 -1.298 -0.319 -0.239 -0.331
H -0.300 0.486 1.213 -0.336 -0.125 -0.141
H 1.225 0.879 0.615 0.650 -0.483 -0.167
H 1.617 -1.757 2.929 -0.192 -0.590 -0.334
H -0.169 -1.581 2.844 0.015 -0.107 -0.073
H 0.953 -0.240 3.021 -0.267 0.471 -0.679
H -2.068 -0.304 -0.559 0.069 0.050 0.022
H -1.189 -1.680 -0.374 -0.308 0.043 0.054
C 5.115 -2.106 3.839 -0.070 0.627 -0.649
C 5.896 -1.609 2.620 0.703 -0.942 -1.768
C 7.403 -1.296 2.834 -1.562 0.431 1.006
O 7.933 -0.583 1.754 0.115 0.297 -0.002
C 9.363 -0.540 1.735 -0.617 0.237 -1.100
N 5.801 -2.658 1.536 0.836 -0.101 1.250
H 5.449 -1.646 4.769 -0.156 0.083 0.019
H 5.122 -3.190 3.952 0.352 -0.011 -0.063
H 4.080 -1.843 3.615 -0.122 0.009 0.481
H 5.420 -0.769 2.107 0.112 0.494 0.751
H 7.948 -2.234 2.983 0.051 -0.014 0.302
H 7.369 -0.671 3.738 0.817 -0.074 0.186
H 9.835 -0.282 2.681 -0.171 -0.429 0.268
H 9.644 0.251 1.039 -0.171 0.084 -0.006
H 9.693 -1.465 1.260 0.490 -0.208 0.548
H 6.114 -3.475 2.068 -0.299 -0.410 -0.450
H 6.650 -2.456 1.007 -0.425 -0.069 -0.767
C 1.539 -2.478 -3.836 -0.681 1.609 -0.216
C 3.041 -2.127 -3.847 -1.442 -1.133 -0.116
C 3.422 -1.380 -2.578 0.711 0.054 -0.044
O 2.915 -0.052 -2.615 -0.126 0.003 -0.913
C 3.375 0.832 -1.626 -0.810 -0.191 0.114
N 3.828 -3.342 -4.037 0.777 0.014 -0.117
H 1.093 -1.488 -3.664 -0.581 -0.237 -0.076
H 1.098 -3.137 -3.086 0.876 -0.091 0.450
H 1.137 -2.853 -4.779 0.402 0.171 -0.255
H 3.182 -1.419 -4.667 0.222 -0.193 -0.153
H 4.513 -1.310 -2.561 0.084 -0.296 0.290
H 3.040 -1.951 -1.725 0.171 0.216 0.325
H 2.949 1.811 -1.852 -0.210 -0.065 0.006
H 4.452 1.011 -1.563 0.180 -0.742 -0.103
H 2.946 0.462 -0.689 0.516 0.359 0.459
H 4.011 -3.525 -5.014 0.076 0.258 -0.036
H 3.343 -4.169 -3.714 -0.085 0.137 0.356
C 0.940 0.904 -5.568 0.552 1.032 0.457
C 0.431 1.493 -6.867 -0.051 -0.589 0.345
C 0.946 2.883 -7.225 0.149 -0.002 -0.247
O 0.500 3.153 -8.538 0.202 0.112 -0.246
C 0.755 4.477 -8.923 -0.888 0.218 -1.415
N 0.601 0.504 -7.924 -0.680 0.132 -0.322
H 0.781 1.664 -4.795 -0.255 -0.303 0.281
H 2.019 0.729 -5.508 0.016 -0.201 -0.411
H 0.406 -0.019 -5.354 0.008 0.065 0.117
H -0.637 1.602 -6.658 -0.139 -0.043 -0.584
H 2.046 2.901 -7.177 0.018 0.096 -0.018
H 0.542 3.702 -6.615 0.118 -0.363 0.557
H 0.271 4.654 -9.891 -0.116 -0.432 -0.012
H 1.801 4.684 -9.160 0.210 0.087 0.805
H 0.230 5.199 -8.290 0.620 0.069 0.507
H 0.168 0.869 -8.764 0.103 -0.140 -0.097
H 1.560 0.276 -8.154 0.153 0.259 0.270
C 2.114 -4.259 -0.309 -0.702 -0.594 1.325
O 2.568 -5.305 -0.752 0.000 0.967 -0.246
N 0.826 -3.815 -0.483 -1.348 -0.265 -1.127
N 2.682 -3.402 0.576 1.582 0.046 0.662
H 0.127 -4.369 -0.946 0.368 -0.279 -0.016
H 0.473 -3.102 0.126 0.049 0.186 0.025
H 2.134 -2.677 1.013 0.221 -0.077 -0.471
H 3.619 -3.521 0.934 0.085 -0.093 -0.369
C -3.267 -2.471 -3.940 0.060 0.063 0.408
O -3.919 -1.444 -4.135 0.663 -0.398 0.092
N -2.175 -2.578 -3.124 -0.393 0.021 -0.488
N -3.603 -3.653 -4.523 -0.041 -0.336 -0.184
H -1.775 -1.824 -2.557 -0.310 -0.007 -0.131
H -1.893 -3.522 -2.943 0.385 0.059 0.240
H -4.482 -3.777 -4.989 0.009 0.278 -0.036
H -3.037 -4.465 -4.372 -0.051 -0.126 -0.078
C -5.417 0.672 -1.961 -1.708 0.883 -0.689
O -6.265 1.292 -1.298 0.735 -0.299 -0.106
N -5.495 0.584 -3.333 0.023 0.267 0.987
N -4.371 0.050 -1.408 0.545 0.073 0.172
H -5.000 -0.202 -3.762 -0.594 0.519 -0.231
H -6.369 0.975 -3.641 0.034 -0.310 -0.475
H -4.474 -0.056 -0.405 0.590 -0.712 -0.131
H -3.833 -0.531 -2.033 0.150 -0.245 0.451
```
Positions in Å, forces in eV/Å.

Summary:
HOMO level (eV): -8.682
Kohn-Sham gap (eV): 8.840
Multiplicity: 1
Molar mass (g mol⁻¹): 1160.69
Total charge: 0
Energy (eV): -104887.244
ΔE to the lowest compared entry with this formula, charge and spin (kcal per mole): 76.5

Atom charges from the Löwdin analysis, given in e for atoms 1 to 99:
1. C -0.0786
2. C -0.4234
3. C -0.1948
4. O -0.2060
5. C -0.1284
6. N 0.0277
7. H 0.0764
8. H 0.0769
9. H 0.0738
10. H 0.1396
11. H 0.1288
12. H 0.1317
13. H 0.0759
14. H 0.0770
15. H 0.0888
16. H 0.0657
17. H 0.0670
18. C -0.0453
19. C -0.3918
20. C -0.2031
21. O -0.2081
22. C -0.1101
23. N 0.0426
24. H 0.0641
25. H 0.0705
26. H 0.0608
27. H 0.1355
28. H 0.1164
29. H 0.1242
30. H 0.0784
31. H 0.0946
32. H 0.0750
33. H 0.0290
34. H 0.0599
35. C -0.0669
36. C -0.4210
37. C -0.1988
38. O -0.2316
39. C -0.0601
40. N 0.0503
41. H 0.0480
42. H 0.0663
43. H 0.0862
44. H 0.1485
45. H 0.1299
46. H 0.1030
47. H 0.0980
48. H 0.0882
49. H 0.0803
50. H 0.0688
51. H 0.0900
52. C -0.0588
53. C -0.4528
54. C -0.2196
55. O -0.1909
56. C -0.0921
57. N 0.0322
58. H 0.0750
59. H 0.0792
60. H 0.0743
61. H 0.1352
62. H 0.1108
63. H 0.1271
64. H 0.0702
65. H 0.0724
66. H 0.0864
67. H 0.0697
68. H 0.0708
69. C -0.0463
70. C -0.4398
71. C -0.1802
72. O -0.1687
73. C -0.1476
74. N 0.0457
75. H 0.0559
76. H 0.0813
77. H 0.0636
78. H 0.1391
79. H 0.1277
80. H 0.1178
81. H 0.0836
82. H 0.0847
83. H 0.0801
84. H 0.0307
85. H 0.0774
86. C -0.0650
87. C -0.3933
88. C -0.2065
89. O -0.1862
90. C -0.1057
91. N 0.0489
92. H 0.0604
93. H 0.0477
94. H 0.0794
95. H 0.1147
96. H 0.1149
97. H 0.1186
98. H 0.0837
99. H 0.0850